Arrangement one

Formula: C24H29N3O5S
Source: the OMol25 dataset
Level of theory: ωB97M-V with the def2-TZVPD basis set

## Properties
HOMO energy	-0.2788	Ha
Kohn-Sham gap	8.116	eV
SMILES	CCN(CCNC(=O)CS(=O)(=O)Cc1nc(-c2cccc(OC)c2)oc1C)c1ccccc1
LUMO level	0.53	eV

Geometry (Å):
C (-3.996, -1.818, 4.549)
C (-3.611, -0.693, 3.585)
N (-2.995, -1.178, 2.372)
C (-1.568, -1.344, 2.405)
C (-0.813, -0.080, 1.936)
N (0.608, -0.319, 1.844)
C (1.189, -0.679, 0.686)
O (0.604, -0.756, -0.373)
C (2.669, -1.005, 0.816)
S (3.548, -0.025, 2.080)
O (2.950, -0.327, 3.363)
O (4.955, -0.282, 1.938)
C (3.260, 1.748, 1.712)
C (3.520, 1.930, 0.277)
N (2.518, 1.762, -0.638)
C (3.081, 1.884, -1.805)
C (2.411, 1.731, -3.077)
C (3.019, 2.095, -4.274)
C (2.331, 1.904, -5.460)
C (1.064, 1.357, -5.459)
C (0.453, 0.984, -4.257)
O (-0.785, 0.442, -4.355)
C (-1.439, 0.059, -3.163)
C (1.131, 1.179, -3.063)
O (4.408, 2.127, -1.719)
C (4.694, 2.144, -0.395)
C (6.088, 2.332, 0.073)
C (-3.731, -1.494, 1.248)
C (-3.112, -1.734, 0.014)
C (-3.855, -2.071, -1.100)
C (-5.235, -2.164, -1.036)
C (-5.861, -1.915, 0.172)
C (-5.127, -1.592, 1.297)
H (-4.694, -2.503, 4.076)
H (-4.457, -1.405, 5.442)
H (-3.115, -2.384, 4.844)
H (-2.903, -0.022, 4.082)
H (-4.493, -0.100, 3.330)
H (-1.261, -1.580, 3.429)
H (-1.275, -2.184, 1.770)
H (-1.167, 0.206, 0.943)
H (-0.993, 0.744, 2.629)
H (1.152, -0.371, 2.698)
H (3.174, -0.863, -0.135)
H (2.799, -2.037, 1.141)
H (2.226, 1.963, 1.962)
H (3.950, 2.295, 2.348)
H (4.011, 2.520, -4.269)
H (2.790, 2.184, -6.397)
H (0.524, 1.200, -6.379)
H (-0.852, -0.668, -2.595)
H (-2.381, -0.387, -3.477)
H (-1.644, 0.925, -2.528)
H (0.719, 0.889, -2.111)
H (6.194, 3.276, 0.606)
H (6.761, 2.329, -0.779)
H (6.352, 1.520, 0.750)
H (-2.043, -1.651, -0.099)
H (-3.343, -2.260, -2.032)
H (-5.810, -2.425, -1.911)
H (-6.937, -1.983, 0.248)
H (-5.659, -1.428, 2.220)

Which charges does Löwdin predict for the atoms? In e, they are: atom 1 (C): -0.0710, atom 2 (C): -0.2279, atom 3 (N): -0.1189, atom 4 (C): -0.1500, atom 5 (C): -0.1331, atom 6 (N): 0.0654, atom 7 (C): -0.5308, atom 8 (O): 0.0541, atom 9 (C): -0.1028, atom 10 (S): 0.6972, atom 11 (O): -0.3335, atom 12 (O): -0.3054, atom 13 (C): -0.1284, atom 14 (C): -0.2962, atom 15 (N): 0.2012, atom 16 (C): -0.2644, atom 17 (C): -0.1380, atom 18 (C): -0.0311, atom 19 (C): -0.0744, atom 20 (C): 0.0000, atom 21 (C): -0.2632, atom 22 (O): -0.0743, atom 23 (C): -0.0772, atom 24 (C): 0.0506, atom 25 (O): 0.1393, atom 26 (C): -0.2318, atom 27 (C): 0.0114, atom 28 (C): -0.2137, atom 29 (C): -0.0263, atom 30 (C): -0.0953, atom 31 (C): -0.1105, atom 32 (C): -0.0956, atom 33 (C): -0.0363, atom 34 (H): 0.0675, atom 35 (H): 0.0723, atom 36 (H): 0.0684, atom 37 (H): 0.1146, atom 38 (H): 0.1130, atom 39 (H): 0.1240, atom 40 (H): 0.1256, atom 41 (H): 0.1194, atom 42 (H): 0.1245, atom 43 (H): 0.1005, atom 44 (H): 0.1112, atom 45 (H): 0.1232, atom 46 (H): 0.1056, atom 47 (H): 0.1183, atom 48 (H): 0.1116, atom 49 (H): 0.1050, atom 50 (H): 0.1168, atom 51 (H): 0.0838, atom 52 (H): 0.0863, atom 53 (H): 0.1040, atom 54 (H): 0.0869, atom 55 (H): 0.0908, atom 56 (H): 0.0900, atom 57 (H): 0.0765, atom 58 (H): 0.0853, atom 59 (H): 0.0955, atom 60 (H): 0.0958, atom 61 (H): 0.1020, atom 62 (H): 0.0930

=====

Arrangement two

Formula: C24H29N3O5S
Source: the OMol25 dataset
Level of theory: ωB97M-V with the def2-TZVPD basis set

## Properties
HOMO energy	-0.3066	Ha
Kohn-Sham gap	8.824	eV
SMILES	COc1ccc(NC(=O)CN2CC=C(c3ccccc3)CC2)cc1S(=O)(=O)N1CCOCC1
LUMO level	0.48	eV

Geometry (Å):
C (-4.683, 2.724, 4.130)
O (-4.004, 3.052, 2.938)
C (-3.449, 2.055, 2.208)
C (-3.336, 0.728, 2.621)
C (-2.715, -0.217, 1.825)
C (-2.191, 0.135, 0.584)
N (-1.562, -0.774, -0.261)
C (-1.243, -2.077, -0.036)
O (-1.483, -2.700, 0.973)
C (-0.557, -2.697, -1.251)
N (0.259, -1.717, -1.946)
C (0.642, -2.126, -3.289)
C (1.836, -3.035, -3.343)
C (2.684, -3.193, -2.327)
C (3.859, -4.073, -2.420)
C (4.297, -4.806, -1.318)
C (5.400, -5.634, -1.413)
C (6.094, -5.739, -2.606)
C (5.676, -5.008, -3.705)
C (4.571, -4.184, -3.613)
C (2.456, -2.473, -1.023)
C (1.447, -1.333, -1.196)
C (-2.312, 1.458, 0.162)
C (-2.926, 2.397, 0.961)
S (-3.051, 4.070, 0.304)
O (-4.292, 4.660, 0.694)
O (-2.741, 3.976, -1.095)
N (-1.837, 4.979, 0.977)
C (-1.936, 5.382, 2.359)
C (-1.083, 4.484, 3.263)
O (0.245, 4.383, 2.792)
C (0.285, 3.861, 1.482)
C (-0.486, 4.766, 0.516)
H (-3.995, 2.341, 4.891)
H (-5.123, 3.657, 4.477)
H (-5.477, 1.994, 3.950)
H (-3.733, 0.417, 3.575)
H (-2.633, -1.237, 2.162)
H (-1.235, -0.414, -1.152)
H (-1.354, -3.026, -1.926)
H (-0.015, -3.595, -0.924)
H (-0.214, -2.602, -3.774)
H (0.869, -1.214, -3.859)
H (1.983, -3.557, -4.276)
H (3.763, -4.744, -0.382)
H (5.720, -6.200, -0.550)
H (6.958, -6.383, -2.677)
H (6.218, -5.077, -4.638)
H (4.264, -3.603, -4.470)
H (3.401, -2.072, -0.653)
H (2.086, -3.177, -0.271)
H (1.139, -0.957, -0.217)
H (1.917, -0.512, -1.747)
H (-1.949, 1.778, -0.803)
H (-2.988, 5.329, 2.634)
H (-1.585, 6.417, 2.439)
H (-1.014, 4.906, 4.267)
H (-1.524, 3.479, 3.320)
H (1.340, 3.811, 1.209)
H (-0.146, 2.847, 1.471)
H (-0.549, 4.332, -0.481)
H (0.013, 5.740, 0.459)

Which charges does Löwdin predict for the atoms? In e, they are: atom 1 (C): -0.0595, atom 2 (O): -0.1171, atom 3 (C): -0.2780, atom 4 (C): 0.0089, atom 5 (C): 0.0183, atom 6 (C): -0.2010, atom 7 (N): 0.1314, atom 8 (C): -0.4545, atom 9 (O): 0.0747, atom 10 (C): -0.0968, atom 11 (N): -0.1884, atom 12 (C): -0.1718, atom 13 (C): -0.0147, atom 14 (C): -0.1937, atom 15 (C): -0.1885, atom 16 (C): -0.0336, atom 17 (C): -0.0827, atom 18 (C): -0.0931, atom 19 (C): -0.0834, atom 20 (C): -0.0371, atom 21 (C): -0.1219, atom 22 (C): -0.1653, atom 23 (C): 0.0005, atom 24 (C): -0.1808, atom 25 (S): 0.6881, atom 26 (O): -0.2559, atom 27 (O): -0.2899, atom 28 (N): -0.2285, atom 29 (C): -0.1537, atom 30 (C): -0.1750, atom 31 (O): -0.1246, atom 32 (C): -0.1813, atom 33 (C): -0.1569, atom 34 (H): 0.0981, atom 35 (H): 0.0991, atom 36 (H): 0.1015, atom 37 (H): 0.1098, atom 38 (H): 0.1056, atom 39 (H): 0.1402, atom 40 (H): 0.1375, atom 41 (H): 0.1317, atom 42 (H): 0.1205, atom 43 (H): 0.1258, atom 44 (H): 0.1109, atom 45 (H): 0.1081, atom 46 (H): 0.1026, atom 47 (H): 0.1002, atom 48 (H): 0.1022, atom 49 (H): 0.1083, atom 50 (H): 0.1289, atom 51 (H): 0.1130, atom 52 (H): 0.1214, atom 53 (H): 0.1309, atom 54 (H): 0.1194, atom 55 (H): 0.1117, atom 56 (H): 0.1345, atom 57 (H): 0.1309, atom 58 (H): 0.1152, atom 59 (H): 0.1284, atom 60 (H): 0.1192, atom 61 (H): 0.1154, atom 62 (H): 0.1350

=====

Preferred: arrangement one; penalty for the next structure: 0.0405 hartree.

=====

Arrangement one

Formula: C2H2O3
Source: the OMol25 dataset
Level of theory: ωB97M-V with the def2-TZVPD basis set

## Properties
HOMO energy	-0.3984	Ha
Kohn-Sham gap	9.614	eV
SMILES	O=CC(=O)O
LUMO level	-1.23	eV

Geometry (Å):
O (-1.577, 0.148, 0.161)
C (-0.623, -0.648, -0.141)
C (0.728, 0.051, -0.109)
O (1.795, -0.446, 0.153)
O (0.552, 1.291, -0.032)
H (-0.550, -1.858, -0.089)
H (-0.325, 1.462, 0.056)

Which charges does Löwdin predict for the atoms? In e, they are: atom 1 (O): 0.0330, atom 2 (C): -0.0361, atom 3 (C): -0.5679, atom 4 (O): 0.1335, atom 5 (O): 0.2045, atom 6 (H): 0.1856, atom 7 (H): 0.0474

=====

Arrangement two

Formula: C2H2O3
Source: the OMol25 dataset
Level of theory: ωB97M-V with the def2-TZVPD basis set

## Properties
HOMO energy (alpha / beta)	-0.3442 / -0.3442	Ha
Kohn-Sham gap (alpha / beta)	8.253 / 8.255	eV
LUMO level (alpha / beta)	-1.11 / -1.11	eV

Geometry (Å):
C (0.374, -0.036, -0.073)
C (0.329, -1.698, 0.302)
O (1.585, -0.008, -0.519)
O (0.761, -2.785, -0.253)
O (1.163, -2.324, 1.097)
H (-0.375, 0.244, -0.866)
H (0.188, 0.725, 0.818)

Which charges does Löwdin predict for the atoms? In e, they are: atom 1 (C): -0.3434, atom 2 (C): -0.1302, atom 3 (O): -0.1127, atom 4 (O): 0.1747, atom 5 (O): 0.1604, atom 6 (H): 0.1086, atom 7 (H): 0.1426

=====

Arrangement three

Formula: C2H2O3
Source: the OMol25 dataset
Level of theory: ωB97M-V with the def2-TZVPD basis set

## Properties
HOMO energy (alpha / beta)	-0.3137 / -0.3355	Ha
Kohn-Sham gap (alpha / beta)	8.537 / 9.091	eV
LUMO level (alpha / beta)	0.00 / -0.04	eV

Geometry (Å):
C (-1.740, -0.377, -0.051)
C (1.218, 0.135, 0.437)
O (-1.983, 0.574, -0.644)
O (1.710, -0.086, -0.794)
O (1.493, 1.203, -0.249)
H (-2.528, -1.177, 0.093)
H (1.831, -0.272, 1.208)

Which charges does Löwdin predict for the atoms? In e, they are: atom 1 (C): -0.0795, atom 2 (C): -0.2095, atom 3 (O): 0.0513, atom 4 (O): 0.0192, atom 5 (O): 0.0448, atom 6 (H): 0.0713, atom 7 (H): 0.1024

=====

Preferred: arrangement one; penalty for the next structure: 0.2276 hartree.